Entry 1:
Here is a structure of composition C3H8As2Cl2F12Ni2O10P2Y2 in a non-equilibrium geometry from OMol25. Energies are from ωB97M-V/def2-TZVPD.

ORCA input file:
```
! wB97M-V def2-TZVPD RIJCOSX def2/J DEFGRID3
* xyz 0 5
Y -1.587 0.006 0.430
Y -0.392 -0.924 -3.393
Ni 0.707 2.672 0.763
Ni 0.696 -2.461 -0.190
C -0.960 1.927 3.423
O -0.575 1.541 2.123
H -0.179 1.696 4.148
H -1.875 1.398 3.691
H -1.187 2.977 3.608
C 1.594 -3.655 -3.101
O 0.992 -2.650 -2.286
H 2.542 -3.980 -2.674
H 0.919 -4.507 -3.186
H 1.824 -3.263 -4.092
P 1.130 0.649 -0.833
O 2.078 1.712 -0.170
O 0.590 -0.532 0.067
O 1.037 0.306 -2.371
O -0.128 1.489 -0.564
P -2.362 -1.902 -1.348
O -2.261 -2.039 -2.906
O -3.298 -0.983 -0.529
O -1.627 -0.589 -1.651
O -1.211 -2.205 -0.343
As -2.566 3.855 -0.120
F -2.524 5.632 -0.443
F -0.841 3.865 0.431
F -2.581 2.058 0.262
F -4.248 3.791 -0.751
F -1.974 3.553 -1.816
F -3.151 4.117 1.560
As -0.339 -2.495 3.258
F 0.831 -1.144 3.463
F -1.327 -1.356 2.219
F -1.452 -3.814 2.965
F 0.764 -3.540 4.191
F -1.212 -2.009 4.765
F 0.518 -2.869 1.696
C 4.580 0.750 -1.952
Cl 5.886 -0.431 -1.704
Cl 4.977 1.830 -3.323
H 3.722 0.148 -2.252
H 4.467 1.376 -1.067
*
```

## Properties
- calculated total energy (Eh) = -11238.42920
- HOMO (spin up / spin down) (eV) = -9.338 / -9.259
- LUMO energy (spin up / spin down) (hartree) = -0.0960 / -0.0962
- strongest force on any atom (eV/A) = 10.386
- orbital gap (spin up / spin down) (eV) = 6.73 / 6.64


Entry 2:
Here is a cluster of 10 separate species, C3H25NO11S in total in a non-equilibrium geometry from OMol25. Energies are from ωB97M-V/def2-TZVPD.

ORCA input file:
```
! wB97M-V def2-TZVPD RIJCOSX def2/J DEFGRID3
* xyz 0 1
O 0.745 -0.954 1.636
C 0.502 -0.457 0.544
O -0.676 -0.017 0.167
N 1.438 -0.314 -0.425
C 2.743 -0.952 -0.272
C 2.814 -2.161 -1.198
S 4.339 -3.131 -0.965
H -1.485 -0.212 0.667
H 1.114 -0.018 -1.328
H 3.540 -0.261 -0.504
H 2.832 -1.221 0.771
H 1.998 -2.846 -0.966
H 2.654 -1.842 -2.232
H 5.001 -2.242 -0.209
O 1.009 2.850 1.385
H 0.570 2.002 1.549
H 0.759 2.845 0.451
O 1.342 4.296 -2.376
H 0.452 4.614 -2.539
H 1.274 3.647 -1.672
O -2.149 -0.310 -2.627
H -2.003 -1.153 -3.069
H -1.870 -0.493 -1.720
O -1.908 -3.300 1.523
H -2.240 -4.196 1.498
H -1.249 -3.167 2.248
O -0.972 -2.467 3.945
H -0.541 -1.770 3.389
H -0.220 -2.816 4.451
O -0.413 5.391 1.181
H -0.702 4.480 1.271
H 0.486 5.352 1.517
O -0.285 1.201 -3.777
H -1.030 0.689 -3.381
H -0.258 0.979 -4.720
O -2.979 -1.420 -0.106
H -3.814 -1.884 0.010
H -2.367 -2.098 0.265
O -2.383 1.155 1.819
H -2.949 1.050 2.616
H -3.119 1.150 1.185
*
```

## Properties
- energy relative to the best compared isomer or geometry (same formula, charge and spin) (kJ/mol) = 0.0
- calculated total energy (Eh) = -1409.90983
- structure (SMILES) = O=C(O)NCCS.O.O.O.O.O.O.O.O.O
- HOMO (eV) = -9.350
- LUMO energy (hartree) = -0.0006
- strongest force on any atom (eV/A) = 1.948
- orbital gap (eV) = 9.33


Entry 3:
Here is the molecule C7H7N3O2S in a non-equilibrium geometry from OMol25. Energies are from ωB97M-V/def2-TZVPD.

ORCA input file:
```
! wB97M-V def2-TZVPD RIJCOSX def2/J DEFGRID3
* xyz 0 1
C 2.113 -0.819 -1.180
C 3.187 -1.039 -0.270
C 1.023 0.030 -0.761
C 3.100 -0.497 0.938
C 1.056 0.443 0.605
C -1.987 0.837 0.119
C -3.218 1.460 -0.406
N 2.146 0.233 1.426
N -1.016 1.518 0.642
N 0.106 1.175 1.176
O -1.972 -2.769 1.159
O -1.789 -0.513 0.097
S -2.720 -1.816 0.380
H 2.191 -1.126 -2.193
H 4.160 -1.478 -0.340
H 0.386 0.359 -1.591
H 3.953 -0.629 1.668
H -3.011 1.879 -1.359
H -3.774 2.170 0.399
H -3.935 0.580 -0.510
*
```

## Properties
- energy relative to the best compared isomer or geometry (same formula, charge and spin) (kJ/mol) = 373.4
- calculated total energy (Eh) = -983.70595
- HOMO (spin up / spin down) (eV) = -7.966 / -8.661
- LUMO energy (spin up / spin down) (hartree) = -0.0410 / -0.0464
- strongest force on any atom (eV/A) = 4.514
- orbital gap (spin up / spin down) (eV) = 6.85 / 7.40


Entry 4:
Here is a structure of composition C14H27Cl3OSiZr in a non-equilibrium geometry from OMol25. Energies are from ωB97M-V/def2-TZVPD.

ORCA input file:
```
! wB97M-V def2-TZVPD RIJCOSX def2/J DEFGRID3
* xyz -2 1
C -0.737 0.831 -3.201
C -1.595 -0.243 -2.786
C -0.745 -1.359 -2.518
C -3.084 -0.242 -2.823
C 0.616 -0.986 -2.813
C 0.614 0.347 -3.296
C 1.837 1.106 -3.683
C -1.168 2.206 -3.484
C -1.173 -2.739 -2.244
C 1.812 -1.865 -2.706
Zr 0.674 0.436 0.852
Cl -3.812 -1.017 0.767
Cl -0.620 2.291 0.999
Cl 0.558 -1.826 0.784
H -3.307 0.764 -2.421
H -3.347 -0.930 -1.990
H -3.533 -0.441 -3.835
H -1.914 -2.617 -1.455
H -0.363 -3.307 -1.799
H -1.586 -3.369 -3.060
H 1.722 -2.554 -1.860
H 2.737 -1.268 -2.610
H 1.989 -2.477 -3.605
H 2.422 0.458 -4.381
H 2.477 1.489 -2.850
H 1.516 1.907 -4.348
H -2.024 2.450 -2.852
H -1.532 2.291 -4.513
H -0.330 2.913 -3.381
O 2.132 1.109 -0.192
H 2.102 1.910 -1.040
C -1.039 1.249 4.321
Si 0.601 0.317 4.243
C 1.464 0.767 5.859
C -0.009 -1.443 4.408
C 1.594 0.698 2.800
H -1.513 1.212 5.313
H -1.811 0.903 3.631
H -0.964 2.331 4.115
H 0.826 0.672 6.760
H 2.361 0.137 5.943
H 1.849 1.794 5.761
H -0.821 -1.710 3.726
H 0.780 -2.162 4.189
H -0.363 -1.676 5.422
H 2.237 1.581 3.103
H 2.471 0.061 2.752
*
```

## Properties
- energy relative to the best compared isomer or geometry (same formula, charge and spin) (kJ/mol) = 167.7
- calculated total energy (Eh) = -2342.14254
- HOMO (eV) = 0.113
- LUMO energy (hartree) = 0.1673
- strongest force on any atom (eV/A) = 5.590
- orbital gap (eV) = 4.44